Density functional theory data (ωB97M-V with the def2-TZVPD basis set) for a structure of composition C63H140B4F16FeN7 at a distorted geometry.

Geometry as XYZ:
```
231
Properties=species:S:1:pos:R:3
Fe 19.775 -34.965 -17.601
C 18.535 -40.255 -16.686
C 18.934 -40.200 -15.154
C 18.483 -38.912 -14.342
N 19.019 -38.875 -12.876
C 18.546 -37.581 -12.218
C 19.275 -37.115 -10.969
C 20.754 -37.060 -11.258
C 21.328 -38.480 -11.763
C 20.568 -38.907 -13.026
C 18.440 -39.966 -12.008
H 18.633 -41.311 -16.940
H 19.232 -39.741 -17.347
H 17.627 -39.691 -16.896
H 20.011 -40.251 -15.000
H 18.535 -41.140 -14.774
H 17.396 -38.834 -14.315
H 18.838 -37.978 -14.777
H 18.746 -36.884 -13.031
H 17.462 -37.656 -12.129
H 18.857 -36.118 -10.826
H 19.159 -37.582 -9.991
H 21.058 -36.243 -11.913
H 21.354 -36.823 -10.379
H 22.404 -38.525 -11.931
H 21.241 -39.213 -10.961
H 20.792 -38.196 -13.821
H 20.994 -39.807 -13.470
H 18.959 -39.964 -11.050
H 18.673 -40.899 -12.520
H 17.361 -39.951 -11.855
C 24.802 -37.959 -22.267
C 24.543 -37.587 -20.748
C 25.191 -38.489 -19.679
N 24.711 -38.145 -18.284
C 25.605 -39.020 -17.369
C 25.099 -39.029 -15.912
C 23.579 -39.367 -15.832
C 22.632 -38.495 -16.707
C 23.191 -38.412 -18.143
C 24.890 -36.643 -17.981
H 24.282 -37.287 -22.950
H 24.377 -38.876 -22.674
H 25.880 -37.955 -22.432
H 23.462 -37.685 -20.654
H 24.870 -36.569 -20.535
H 26.271 -38.356 -19.617
H 24.914 -39.530 -19.847
H 25.566 -40.056 -17.705
H 26.642 -38.685 -17.365
H 25.809 -39.670 -15.389
H 25.341 -38.058 -15.480
H 23.351 -40.383 -16.157
H 23.229 -39.364 -14.800
H 21.592 -38.795 -16.837
H 22.537 -37.480 -16.323
H 23.021 -39.408 -18.553
H 22.597 -37.728 -18.749
H 24.675 -36.442 -16.932
H 24.280 -35.956 -18.567
H 25.971 -36.554 -18.087
C 24.141 -36.068 -13.408
C 23.310 -34.718 -13.282
C 23.410 -33.991 -11.929
N 22.760 -32.593 -12.017
C 21.196 -32.459 -12.288
C 20.371 -33.381 -11.310
C 20.551 -32.907 -9.878
C 22.103 -32.704 -9.568
C 22.893 -31.900 -10.633
C 23.550 -31.672 -13.021
H 23.845 -36.527 -14.351
H 24.060 -36.773 -12.580
H 25.219 -35.911 -13.421
H 22.246 -34.911 -13.417
H 23.518 -33.937 -14.013
H 24.450 -33.949 -11.606
H 22.800 -34.557 -11.225
H 21.125 -32.840 -13.307
H 20.907 -31.408 -12.312
H 20.764 -34.397 -11.291
H 19.299 -33.434 -11.502
H 20.240 -33.650 -9.143
H 20.086 -31.949 -9.642
H 22.562 -33.657 -9.305
H 22.117 -32.198 -8.603
H 23.898 -31.792 -10.225
H 22.527 -30.874 -10.665
H 23.255 -31.844 -14.056
H 24.626 -31.650 -12.845
H 23.241 -30.642 -12.846
C 17.934 -34.210 -22.654
C 18.984 -33.654 -23.666
C 18.333 -32.668 -24.750
N 19.337 -31.998 -25.689
C 18.469 -31.170 -26.654
C 19.346 -30.255 -27.562
C 20.261 -29.320 -26.689
C 21.194 -30.308 -25.860
C 20.376 -31.166 -24.931
C 20.147 -33.037 -26.515
H 18.229 -34.730 -21.743
H 17.151 -34.807 -23.123
H 17.376 -33.308 -22.403
H 19.721 -34.348 -24.070
H 19.566 -33.028 -22.991
H 17.677 -31.948 -24.259
H 17.715 -33.275 -25.411
H 17.667 -30.653 -26.127
H 17.934 -31.963 -27.175
H 18.891 -29.568 -28.276
H 19.885 -30.865 -28.287
H 19.584 -28.839 -25.983
H 20.799 -28.487 -27.141
H 21.847 -29.864 -25.108
H 21.824 -30.932 -26.494
H 19.946 -30.408 -24.276
H 20.995 -31.868 -24.373
H 20.852 -32.592 -27.217
H 19.383 -33.653 -26.988
H 20.804 -33.598 -25.850
C 19.957 -24.972 -22.704
C 20.872 -26.185 -22.439
C 20.176 -27.232 -21.490
N 21.119 -28.397 -20.877
C 21.370 -29.432 -22.019
C 21.821 -30.895 -21.541
C 20.857 -31.394 -20.462
C 21.009 -30.467 -19.271
C 20.504 -29.074 -19.567
C 22.585 -27.881 -20.477
H 19.465 -24.630 -21.793
H 19.233 -25.304 -23.448
H 20.508 -24.093 -23.038
H 21.749 -25.763 -21.947
H 21.194 -26.584 -23.401
H 19.519 -27.803 -22.145
H 19.530 -26.790 -20.730
H 20.437 -29.609 -22.555
H 22.062 -28.981 -22.731
H 21.900 -31.612 -22.358
H 22.843 -30.898 -21.159
H 19.844 -31.606 -20.804
H 21.185 -32.402 -20.210
H 20.588 -30.862 -18.347
H 22.074 -30.579 -19.066
H 19.470 -29.157 -19.900
H 20.612 -28.362 -18.749
H 23.124 -28.749 -20.098
H 22.529 -27.061 -19.761
H 22.987 -27.561 -21.439
C 17.329 -30.605 -15.127
C 16.152 -31.173 -14.300
C 16.707 -32.267 -13.339
N 15.710 -32.763 -12.243
C 16.473 -33.706 -11.304
C 15.571 -34.556 -10.415
C 14.571 -35.445 -11.186
C 13.718 -34.444 -12.105
C 14.620 -33.555 -12.984
C 15.143 -31.676 -11.318
H 18.303 -31.074 -14.985
H 17.300 -29.526 -14.972
H 17.163 -30.916 -16.158
H 15.349 -31.671 -14.843
H 15.690 -30.378 -13.714
H 17.599 -31.907 -12.826
H 16.948 -33.147 -13.936
H 17.141 -34.388 -11.829
H 17.094 -33.105 -10.640
H 16.215 -35.237 -9.860
H 15.103 -34.081 -9.553
H 15.119 -36.204 -11.745
H 13.834 -36.006 -10.611
H 13.037 -34.954 -12.787
H 13.126 -33.794 -11.460
H 15.146 -34.154 -13.727
H 13.953 -32.905 -13.551
H 16.032 -31.336 -10.787
H 14.488 -32.114 -10.565
H 14.648 -30.830 -11.793
C 11.584 -42.810 -17.043
C 11.733 -41.342 -16.741
C 13.113 -40.840 -17.119
N 13.202 -39.309 -16.988
C 13.449 -38.803 -15.498
C 14.065 -37.437 -15.460
C 15.279 -37.170 -16.383
C 15.005 -37.592 -17.799
C 14.475 -39.049 -17.946
C 11.953 -38.483 -17.482
H 10.683 -43.275 -16.643
H 12.388 -43.373 -16.567
H 11.493 -43.073 -18.096
H 11.492 -41.129 -15.699
H 10.895 -40.865 -17.250
H 13.181 -41.021 -18.192
H 13.965 -41.214 -16.551
H 14.152 -39.482 -15.015
H 12.549 -38.989 -14.912
H 14.298 -37.240 -14.413
H 13.412 -36.608 -15.734
H 16.058 -37.809 -15.967
H 15.543 -36.139 -16.150
H 15.861 -37.588 -18.473
H 14.329 -36.810 -18.146
H 15.279 -39.729 -17.664
H 14.165 -39.271 -18.967
H 11.846 -38.572 -18.563
H 12.206 -37.439 -17.294
H 11.147 -38.821 -16.831
B 19.626 -37.129 -18.958
F 18.493 -36.951 -19.724
F 20.535 -36.170 -19.276
F 19.527 -36.921 -17.642
F 20.188 -38.304 -19.156
B 22.198 -34.029 -17.382
F 22.513 -33.619 -18.670
F 21.889 -35.350 -17.345
F 23.286 -33.799 -16.568
F 21.073 -33.353 -17.023
B 19.021 -35.118 -14.971
F 19.329 -34.365 -13.836
F 17.796 -35.770 -14.850
F 18.994 -34.158 -15.975
F 20.017 -35.941 -15.335
B 18.203 -33.665 -18.909
F 19.283 -33.990 -19.592
F 17.753 -34.840 -18.213
F 18.579 -32.675 -18.069
F 17.166 -33.369 -19.757
```

Net charge = +5
LUMO (alpha / beta) = -0.2945 / -0.2945 Ha
Frontier orbital gap (alpha / beta) = 11.3 / 9.6 eV
E_tot = -5827.8537 a.u.
Multiplicity = 5